The following is a quantum chemistry calculation of a 10-piece molecular cluster, C3H24NO11S overall, from the OMol25 dataset.

Geometry (Å):
C (-0.448, 1.480, 0.333)
C (-0.871, 2.865, -0.134)
S (-0.623, 4.116, 1.169)
N (-0.517, 0.472, -0.717)
C (-1.792, -0.016, -1.070)
O (-1.917, -0.444, -2.255)
O (-2.678, -0.007, -0.186)
H (0.574, 1.518, 0.712)
H (-1.082, 1.160, 1.157)
H (-0.312, 3.164, -1.029)
H (-1.928, 2.867, -0.411)
H (0.253, 3.423, 1.951)
H (0.120, 0.634, -1.481)
H (1.632, -2.686, 0.034)
H (0.273, -2.013, -0.080)
O (0.731, -2.670, 0.461)
H (2.304, 1.225, 3.022)
H (1.069, 0.473, 3.449)
O (1.522, 1.339, 3.585)
H (0.223, -1.781, -3.873)
H (-0.637, -0.641, -3.226)
O (0.232, -0.823, -3.724)
H (2.951, 0.155, -2.755)
H (1.537, -0.569, -2.728)
O (2.319, -0.282, -2.170)
H (-0.436, -0.919, 2.684)
H (0.581, -1.909, 2.027)
O (0.522, -1.177, 2.704)
H (3.404, -1.738, 0.129)
H (2.930, -1.704, -1.331)
O (3.240, -2.315, -0.629)
H (-2.561, 0.016, 2.957)
H (-2.346, -0.439, 1.455)
O (-2.141, -0.658, 2.407)
H (2.301, 0.119, 0.452)
H (1.900, -0.593, 1.783)
O (2.644, -0.134, 1.314)
H (-3.820, -0.591, -2.584)
H (-4.449, -0.375, -1.239)
O (-4.700, -0.542, -2.164)

Properties
**HOMO energy**: -6.61 eV
**E_tot**: -38354.0803 eV
**Frontier orbital gap**: 9.167 eV
**Charge**: -1
**Max |F|**: 0.9 eV/A